1.
Computed, not measured: a structure of composition C25H48Cl3N4NiO3SSi in a non-equilibrium geometry, with ωB97M-V/def2-TZVPD.

Values from the calculation:
Highest occupied orbital energy (spin up / spin down): -4.456 / -4.519 eV
Expectation value of S²: 2.006
Kohn-Sham gap (spin up / spin down): 0.254 / 0.257 hartree
2S+1: 3
Calculated total energy: -136135.1093 eV
Charge: -1
Max |F|: 1.78 eV Å⁻¹
Relative energy (zero: lowest compared OMol25 entry of this formula, charge and spin): 3.27 kJ/mol

The geometry in XYZ format:
```
86
Properties=species:S:1:pos:R:3:lowdin_charge:R:1
C 2.54 3.07 -1.07 -0.0452
C 1.52 3.59 -0.11 -0.2305
H 2.74 3.81 -1.84 0.0552
H 2.21 2.14 -1.57 0.0471
H 3.48 2.84 -0.56 0.0938
C 1.05 4.86 -0.14 -0.1341
C 1.47 5.91 -1.11 -0.1152
H 0.37 5.20 0.65 0.1019
H 2.11 5.55 -1.93 0.0568
H 2.00 6.74 -0.61 0.0711
H 0.57 6.35 -1.57 0.0626
Ni 0.93 -0.16 -0.31 0.0099
Cl 2.70 -1.24 0.45 -0.0814
Cl 1.14 -0.42 -2.52 0.0790
H -1.28 -6.29 0.28 0.0826
H 1.29 -6.21 0.03 0.0805
C -1.32 -5.49 -0.48 -0.0533
C 1.16 -5.40 -0.69 -0.0578
N -0.09 -4.70 -0.42 -0.1974
H -2.18 -4.82 -0.29 0.0842
C -0.15 -3.37 -0.24 -0.3298
O -1.19 -2.74 -0.03 -0.0165
H 1.99 -4.69 -0.61 0.0872
H 0.83 -2.87 -0.30 0.0467
H -1.41 -5.97 -1.47 0.0870
H 1.14 -5.84 -1.69 0.0832
H 0.18 2.87 -2.67 0.0839
H -1.32 4.47 -1.23 0.0675
C -0.72 2.28 -2.93 -0.0767
C -2.12 3.93 -1.76 -0.0675
N -1.75 2.54 -1.95 -0.1858
H -0.46 1.21 -2.93 -0.0196
C -2.45 1.54 -1.35 -0.3294
O -2.22 0.34 -1.50 -0.0352
H -3.03 3.97 -1.15 0.0783
H -3.25 1.92 -0.68 0.1278
H -1.06 2.59 -3.94 0.0887
H -2.29 4.43 -2.72 0.0834
O 0.29 1.65 0.22 -0.4906
C 1.03 2.60 0.92 -0.4171
C -1.11 3.46 1.99 -0.0522
C 0.23 3.17 2.08 -0.2098
H -1.64 3.20 1.08 0.1018
C -1.78 4.03 3.09 -0.0751
H 1.95 2.15 1.34 0.1325
C 0.94 3.38 3.27 -0.0365
H -2.84 4.28 2.99 0.0894
C -1.06 4.28 4.27 -0.1167
C 0.29 3.95 4.36 -0.1076
H 1.99 3.10 3.29 0.1139
H -1.57 4.75 5.10 0.0843
H 0.85 4.15 5.27 0.0954
Si 3.54 -1.82 -5.20 0.1079
Cl 3.83 0.24 -4.92 0.2608
C 1.91 -1.97 -6.11 -0.2279
C 3.80 -2.50 -3.48 -0.2428
C 4.80 -2.63 -6.35 -0.2281
H 1.15 -1.33 -5.63 0.0119
H 1.56 -3.01 -6.11 0.0284
H 2.01 -1.65 -7.16 0.0283
H 4.72 -2.32 -7.41 0.0211
H 4.64 -3.72 -6.34 0.0279
H 5.84 -2.46 -6.05 0.0212
H 3.14 -1.95 -2.78 -0.0609
H 4.84 -2.33 -3.16 0.0346
H 3.59 -3.57 -3.41 0.0244
C 0.48 -1.19 3.81 -0.1006
N -0.92 -1.54 3.58 -0.1941
C -1.47 -2.57 4.45 -0.0741
C -1.59 -1.03 2.54 -0.6009
S -0.69 0.06 1.53 0.8552
N -2.86 -1.34 2.23 -0.1789
C -3.90 -1.79 3.14 -0.0730
C -3.45 -0.78 1.02 -0.1152
H 0.78 -1.65 4.76 0.0754
H 0.57 -0.10 3.90 0.0694
H 1.13 -1.54 2.99 0.0519
H -2.20 -2.13 5.15 0.0896
H -1.89 -3.40 3.87 0.0940
H -0.65 -2.98 5.04 0.0784
H -4.40 -0.94 3.64 0.1001
H -4.64 -2.32 2.52 0.0866
H -3.55 -2.49 3.89 0.0359
H -3.70 0.27 1.15 0.0854
H -2.78 -0.88 0.17 0.0298
H -4.37 -1.33 0.82 0.0832
```



2.
Computed, not measured: a structure of composition C25H48Cl3N4O4SiTm in a non-equilibrium geometry, with ωB97M-V/def2-TZVPD.

Values from the calculation:
Highest occupied orbital energy: -8.011 eV
Expectation value of S²: 2.002
Kohn-Sham gap: 0.302 hartree
2S+1: 3
Calculated total energy: -115837.8375 eV
Max |F|: 1.95 eV Å⁻¹
Relative energy (zero: lowest compared OMol25 entry of this formula, charge and spin): 32.36 kJ/mol

The geometry in XYZ format:
```
86
Properties=species:S:1:pos:R:3:lowdin_charge:R:1
C -3.52 0.14 -2.81 -0.0478
C -3.10 1.38 -2.09 -0.2318
H -4.57 0.14 -3.12 0.0695
H -3.34 -0.72 -2.15 0.0291
H -2.88 -0.02 -3.70 0.0960
C -3.96 2.31 -1.63 -0.1231
C -5.45 2.27 -1.80 -0.1051
H -3.57 3.23 -1.19 0.1008
H -5.81 1.25 -1.99 0.0622
H -5.75 2.91 -2.65 0.0789
H -5.97 2.64 -0.90 0.0658
Tm 0.28 -0.53 0.09 0.8636
Cl 1.14 -1.08 -2.25 -0.0199
Cl -0.48 -2.60 1.29 0.0595
H 5.59 -2.68 2.14 0.0878
H 5.88 -3.78 0.05 0.0892
C 4.50 -2.76 2.12 -0.0180
C 4.80 -3.97 -0.04 -0.0311
N 4.06 -2.98 0.74 -0.1622
H 4.04 -1.84 2.48 0.0845
C 3.01 -2.34 0.24 -0.2980
O 2.43 -1.36 0.80 -0.1720
H 4.51 -3.91 -1.09 0.0958
H 2.65 -2.68 -0.74 0.0764
H 4.22 -3.61 2.76 0.1007
H 4.62 -4.99 0.33 0.0944
H -3.58 -0.21 0.15 0.0806
H -4.04 2.45 1.35 0.0851
C -3.58 -0.46 1.23 -0.0151
C -4.00 1.78 2.22 -0.0379
N -3.09 0.67 2.01 -0.1587
H -2.96 -1.35 1.38 0.0605
C -1.83 0.78 2.45 -0.2856
O -0.86 0.13 2.02 -0.2091
H -3.64 2.36 3.08 0.0876
H -1.75 1.55 3.25 0.1486
H -4.62 -0.64 1.56 0.0946
H -5.01 1.39 2.42 0.0908
O -1.37 0.43 -0.85 -0.3675
C -1.61 1.43 -1.76 -0.3989
C -1.30 3.23 0.02 -0.0568
C -1.14 2.82 -1.30 -0.1788
H -1.57 2.48 0.78 0.0921
C -1.14 4.57 0.38 -0.0849
H -1.08 1.22 -2.69 0.1237
C -0.63 3.73 -2.23 -0.0349
H -1.31 4.86 1.43 0.1005
C -0.79 5.51 -0.59 -0.1049
C -0.48 5.08 -1.90 -0.0842
H -0.38 3.35 -3.22 0.1140
H -0.77 6.57 -0.31 0.0971
H -0.16 5.81 -2.64 0.0978
Si -1.11 -4.92 -1.40 0.1434
Cl -1.92 -3.03 -1.82 0.3201
C -1.24 -5.56 0.35 -0.2487
C 0.70 -4.69 -1.86 -0.2292
C -2.03 -6.27 -2.37 -0.2221
H -1.15 -4.73 1.06 -0.0995
H -0.41 -6.26 0.56 0.0365
H -2.19 -6.07 0.54 0.0271
H -3.01 -6.47 -1.91 0.0288
H -1.45 -7.21 -2.34 0.0339
H -2.19 -6.00 -3.42 0.0206
H 1.06 -3.71 -1.52 -0.0580
H 0.79 -4.70 -2.95 0.0349
H 1.32 -5.48 -1.43 0.0317
C 1.46 1.64 3.20 -0.0286
N 2.61 1.92 2.36 -0.0976
C 3.82 2.32 3.07 -0.0510
C 2.42 1.80 1.03 -0.4281
O 1.28 1.38 0.63 -0.1379
N 3.35 2.08 0.09 -0.1015
C 4.69 2.60 0.27 -0.0498
C 2.97 1.84 -1.29 -0.0353
H 1.74 1.83 4.23 0.0890
H 1.11 0.61 3.09 0.0886
H 0.63 2.29 2.91 0.0913
H 4.72 1.80 2.71 0.0866
H 3.98 3.42 3.03 0.0969
H 3.69 2.06 4.12 0.0866
H 5.44 1.80 0.36 0.0985
H 4.94 3.18 -0.63 0.0909
H 4.77 3.27 1.13 0.0673
H 2.79 0.76 -1.46 0.0237
H 2.04 2.38 -1.52 0.0975
H 3.77 2.19 -1.95 0.0923
```



What is the formula in the first record? C25H48Cl3N4NiO3SSi